No. 1
C44H61N6O3SiTi | ωB97M-V/def2-TZVPD

Last column: Löwdin charge in e.
Atoms and positions in Å:
Ti  0.2812  -0.4234  0.5934  1.194
C  4.5892  -0.4553  -4.2371  -0.083
C  4.8596  -0.1925  -2.7548  -0.188
C  3.8249  -0.8005  -1.8617  -0.127
C  3.8538  -1.9997  -1.2251  -0.124
C  4.9333  -3.0356  -1.2381  -0.188
C  4.7070  -4.1255  -2.2874  -0.082
C  2.5727  -2.1484  -0.5703  -0.218
N  1.8065  -1.0276  -0.7548  0.042
C  2.5336  -0.2185  -1.5836  -0.229
C  2.0613  0.9412  -2.1533  0.057
C  0.7888  1.4442  -1.9499  -0.227
C  0.2580  2.6149  -2.6021  -0.131
C  0.9589  3.4043  -3.6602  -0.182
C  0.9786  2.7015  -5.0183  -0.087
C  -0.9612  2.8435  -2.0498  -0.133
C  -1.1704  1.7959  -1.0760  -0.235
C  -2.2802  1.7074  -0.2667  0.066
C  -2.6088  0.6459  0.5558  -0.220
N  -1.8566  -0.4859  0.6939  0.045
C  -2.6314  -1.3554  1.4103  -0.224
C  -2.2925  -2.6706  1.6742  0.064
C  -1.1396  -3.2882  1.2408  -0.217
N  -0.1341  -2.6616  0.5668  0.069
C  0.8692  -3.5709  0.4987  -0.225
C  2.1449  -3.3162  0.0228  0.054
C  0.4687  -4.8414  1.0712  -0.120
C  -0.7922  -4.6632  1.5378  -0.121
C  -1.6982  -5.6500  2.2003  -0.190
C  -2.7655  -6.1987  1.2525  -0.087
C  1.3082  -6.0778  1.0883  -0.190
C  1.3634  -6.7753  -0.2714  -0.087
C  -3.8746  -0.7363  1.7885  -0.128
C  -3.8602  0.5169  1.2534  -0.121
C  -4.9340  1.5578  1.2862  -0.183
C  -5.8184  1.5302  0.0383  -0.083
C  -4.9675  -1.4080  2.5586  -0.188
C  -5.8377  -2.3165  1.6880  -0.085
N  -0.0952  0.9406  -1.0455  0.052
C  -1.9155  3.9497  -2.3680  -0.190
C  -2.8144  3.6266  -3.5615  -0.082
H  5.3380  0.0252  -4.8691  0.069
H  3.6069  -0.0780  -4.5248  0.063
H  4.6007  -1.5254  -4.4490  0.063
H  4.9096  0.8848  -2.5769  0.110
H  5.8430  -0.5868  -2.4865  0.103
H  5.0150  -3.4918  -0.2477  0.110
H  5.8941  -2.5480  -1.4223  0.103
H  3.7554  -4.6326  -2.1238  0.061
H  5.5013  -4.8732  -2.2581  0.069
H  4.6785  -3.6974  -3.2903  0.064
H  2.7159  1.4825  -2.8236  0.110
H  1.9833  3.6162  -3.3388  0.114
H  0.4737  4.3783  -3.7552  0.107
H  1.4727  1.7311  -4.9490  0.060
H  1.5033  3.2984  -5.7664  0.068
H  -0.0367  2.5211  -5.3751  0.067
H  -2.9962  2.5164  -0.3252  0.106
H  -2.9886  -3.2577  2.2593  0.108
H  2.8624  -4.1239  0.0870  0.105
H  -2.1785  -5.1842  3.0653  0.110
H  -1.1044  -6.4750  2.6003  0.101
H  -3.3760  -5.3910  0.8456  0.065
H  -3.4258  -6.9034  1.7609  0.067
H  -2.3024  -6.7124  0.4083  0.069
H  0.9149  -6.7698  1.8366  0.101
H  2.3218  -5.8310  1.4168  0.110
H  0.3647  -7.0823  -0.5866  0.070
H  1.9994  -7.6618  -0.2386  0.068
H  1.7529  -6.1044  -1.0387  0.061
H  -4.4825  2.5468  1.3989  0.111
H  -5.5505  1.4103  2.1762  0.104
H  -5.2209  1.6700  -0.8638  0.066
H  -6.5748  2.3162  0.0702  0.069
H  -6.3279  0.5698  -0.0555  0.063
H  -5.5923  -0.6472  3.0323  0.104
H  -4.5356  -1.9899  3.3775  0.110
H  -6.3219  -1.7446  0.8952  0.064
H  -6.6138  -2.8067  2.2783  0.068
H  -5.2343  -3.0889  1.2089  0.063
H  -1.3479  4.8631  -2.5612  0.104
H  -2.5298  4.1752  -1.4941  0.103
H  -2.2197  3.4625  -4.4618  0.062
H  -3.5157  4.4386  -3.7615  0.068
H  -3.3878  2.7162  -3.3779  0.073
N  3.1116  0.8868  1.3960  0.045
C  2.5214  1.8167  2.3592  -0.181
C  1.1182  2.2833  1.9397  -0.622
O  0.5754  3.1004  2.9120  -0.222
N  0.2754  1.0290  1.7695  -0.073
C  -0.0841  0.4926  3.0801  -0.124
C  0.6849  -0.8061  3.3159  -0.597
O  0.7612  -1.3661  4.3889  0.056
O  1.1948  -1.2597  2.1918  -0.154
H  3.0072  -0.0705  1.7100  0.049
H  4.0965  1.0674  1.2613  0.069
H  3.1334  2.7206  2.4189  0.120
H  2.4633  1.4099  3.3756  0.120
H  -1.1557  0.2650  3.1452  0.123
H  0.1320  1.2283  3.8546  0.124
C  0.6171  6.0119  0.3434  -0.225
Si  0.5513  4.6856  1.8086  0.362
C  -1.3055  4.9287  2.1722  -0.163
C  1.6905  5.6429  2.9894  -0.175
C  1.1599  3.2143  0.7464  -0.114
H  0.2803  7.0131  0.6346  -0.001
H  -0.0145  5.6908  -0.4954  -0.010
H  1.6362  6.1096  -0.0504  0.004
H  -1.5920  5.9833  2.1311  0.012
H  -1.5890  4.5030  3.1345  0.015
H  -1.8868  4.4073  1.4013  0.005
H  1.3932  6.6946  3.0280  0.012
H  2.7208  5.6213  2.6194  0.017
H  1.6867  5.2272  3.9968  0.014
H  0.3583  3.0242  0.0461  0.045
H  2.1009  3.2513  0.1952  0.087

**Net charge**: -1
**Orbital gap**: 0.2104 hartree
**Energy relative to the best compared isomer or geometry (same formula, charge and spin)**: 66.0 kJ/mol
**Multiplicity**: 1



No. 2
C3H9N | ωB97M-V/def2-TZVPD

Last column: Löwdin charge in e.
Atoms and positions in Å:
C  0.3334  0.7452  0.1842  -0.030
C  0.7820  -0.4096  0.6829  -0.233
C  1.8376  -0.5299  1.7651  -0.100
H  -0.1543  0.8060  -0.7614  0.014
H  0.5919  1.7108  0.6055  0.053
H  0.4091  -1.2765  0.1229  0.093
H  2.6334  -1.1789  1.3878  0.075
H  2.1717  0.4568  1.9921  0.059
H  1.3630  -1.0553  2.5871  0.067
N  -2.5671  0.1148  -2.1516  0.010
H  -1.9523  -0.6219  -2.4760  0.006
H  -2.7162  0.7010  -2.9645  0.002
H  -2.2429  0.6991  -1.3965  -0.016

**Orbital gap**: 0.3948 hartree
**Energy relative to the best compared isomer or geometry (same formula, charge and spin)**: 99.2 kJ/mol
**Structure (SMILES)**: C=CC.N
**Multiplicity**: 1



No. 3
C6H8O2 | ωB97M-V/def2-TZVPD

Last column: Löwdin charge in e.
Atoms and positions in Å:
O  -2.2411  -0.2105  -0.4909  -0.041
C  -1.2260  0.1053  0.4862  -0.293
C  -0.4583  1.5128  0.0503  -0.098
C  1.2283  1.4826  0.1136  -0.076
C  1.8334  0.3458  -0.2229  -0.070
C  0.7517  -0.7221  -0.5042  -0.333
O  0.7117  -1.8915  0.1546  0.112
C  -0.0604  -0.8847  0.6423  -0.255
H  -1.7730  -0.4914  -1.2355  0.039
H  -1.8925  0.6888  1.2324  0.152
H  -0.9568  2.5223  0.6608  0.143
H  -1.0783  1.7548  -1.0107  0.152
H  1.9225  2.4748  0.1819  0.134
H  2.8442  0.2204  -0.6734  0.117
H  0.5781  -0.6571  -1.5538  0.157
H  0.1786  -0.7341  1.6973  0.162

**Orbital gap**: 0.3837 hartree
**Energy relative to the best compared isomer or geometry (same formula, charge and spin)**: 730.0 kJ/mol
**Structure (SMILES)**: O[C@@H]1CC=C[C@H]2O[C@H]12
**Multiplicity**: 1



No. 4
C2H4N4O | ωB97M-V/def2-TZVPD

Last column: Löwdin charge in e.
Atoms and positions in Å:
N  1.7809  -0.3919  0.1818  0.057
N  0.4764  0.1540  -0.4365  -0.130
C  0.0985  1.4260  0.0329  -0.061
N  -1.2525  1.3907  0.0200  0.142
C  -1.6907  0.0141  0.0774  -0.551
O  -2.8331  -0.4800  -0.0065  0.017
N  -0.5737  -0.6714  -0.0539  0.052
H  2.2853  -0.8648  -0.5332  0.042
H  1.4329  -1.0721  0.9720  0.122
H  0.7663  2.2150  0.0491  0.098
H  -0.4903  -1.7197  -0.3033  0.212

**Orbital gap**: 0.3451 hartree
**Energy relative to the best compared isomer or geometry (same formula, charge and spin)**: 322.4 kJ/mol
**Structure (SMILES)**: Nn1cnc(=O)[nH]1
**Multiplicity**: 1



No. 5
C2H4N8O4 | ωB97M-V/def2-TZVPD

Last column: Löwdin charge in e.
Atoms and positions in Å:
N  2.5774  0.1046  0.8814  0.164
C  1.3139  0.0370  0.5216  -0.435
N  0.8098  0.9375  -0.2974  0.046
N  -0.3929  0.7684  -0.9196  0.055
C  -1.3301  0.0286  -0.4187  -0.379
N  -2.6070  -0.2579  -0.9806  0.122
N  -1.0874  -0.8624  0.6804  0.163
N  -1.7810  -0.7834  1.8595  -0.433
O  -2.9732  -0.7122  1.6785  0.074
O  -1.2775  -0.9677  2.8995  0.149
N  0.5952  -1.0651  1.0301  0.194
N  0.9831  -2.4444  0.8255  -0.416
O  2.1569  -2.5421  0.8213  0.119
O  0.1728  -3.2844  0.8825  0.159
H  3.0248  0.9668  0.6997  0.107
H  2.9843  -0.5157  1.5824  0.122
H  -2.9528  0.6565  -1.2959  0.106
H  -3.1195  -0.7788  -0.2337  0.085

**Orbital gap**: 0.2973 hartree
**Energy relative to the best compared isomer or geometry (same formula, charge and spin)**: 91.4 kJ/mol
**Structure (SMILES)**: NC1=NN=C(N)N([N+](=O)[O-])N1[N+](=O)[O-]
**Multiplicity**: 1



Number 1: total energy -3406.73064 a.u.. Number 2: total energy -174.41526 a.u.. Number 3: total energy -383.63207 a.u.. Number 4: total energy -372.77752 a.u.. Number 5: total energy -817.27256 a.u..